*one*
DFT (ωB97M-V with the def2-TZVPD basis set) results for an isolated molecule of C5H10FNO.

Structure (XYZ):
```
18
Properties=species:S:1:pos:R:3:mulliken_charge:R:1
C -2.64227 -0.30769 0.07879 -0.692
O -1.36660 -0.62870 0.64008 -0.341
C -0.37294 -0.58853 -0.28977 -0.304
C 0.02711 0.79032 -0.67017 -0.195
F -0.69947 1.82319 -0.16601 -0.317
C 0.92250 -0.03084 0.19162 0.966
C 2.27779 -0.47044 -0.38365 -1.495
N 1.02288 0.37804 1.54530 -0.723
H -2.59160 0.69318 -0.37252 0.309
H -3.33628 -0.32041 0.92248 0.237
H -2.95080 -1.05948 -0.67719 0.265
H -0.31713 -1.41110 -1.02602 0.338
H 0.33746 0.93159 -1.72403 0.370
H 2.86003 -1.13655 0.27345 0.389
H 2.89404 0.45821 -0.52889 0.327
H 2.18841 -1.01706 -1.35001 0.313
H 1.63083 1.16934 1.69351 0.259
H 0.11602 0.72694 1.84303 0.294
```

Computed properties:
- net charge = 0
- LUMO (eV) = 0.96
- SMILES = CO[C@H]1[C@@H](F)[C@@]1(C)N

=====

*two*
DFT (ωB97M-V with the def2-TZVPD basis set) results for an isolated molecule of C5H10FNO.

Structure (XYZ):
```
18
Properties=species:S:1:pos:R:3:mulliken_charge:R:1
C -2.86044 -0.79452 -0.37555 -0.861
C -1.70093 -0.70965 0.21167 0.263
O -0.54632 -0.53349 -0.46160 -0.453
C 0.63483 -0.36760 0.39271 0.113
C 0.67407 1.16733 0.55558 -0.621
N 0.92944 1.72911 -0.75804 -0.583
C 1.87100 -0.91350 -0.25124 -0.502
F 1.87728 -2.31740 -0.29817 -0.313
H -2.94823 -0.63563 -1.42933 0.268
H -3.74812 -0.95252 0.16301 0.276
H -1.59685 -0.90189 1.31183 0.183
H 0.43610 -0.83894 1.38050 0.401
H 1.44178 1.36033 1.32022 0.486
H -0.33440 1.42781 0.93117 0.293
H 0.01599 1.72305 -1.18858 0.230
H 1.19970 2.69214 -0.66245 0.235
H 1.92638 -0.47830 -1.24245 0.324
H 2.72871 -0.65634 0.40071 0.264
```

Computed properties:
- net charge = 0
- LUMO (eV) = 0.94
- SMILES = C=CO[C@H](CN)CF

=====

Energies, relative to the best one, in kcal/mol: *one* 9.9; *two* 0.0.